Version w
# C4H3I

A 2-piece molecular cluster, C4H3I overall (the ωB97M-V functional and the def2-TZVPD basis, OMol25).

The geometry in XYZ format:
```
8
Properties=species:S:1:pos:R:3:mulliken_charge:R:1
C -0.953 -2.215 1.287 -0.217
C -1.007 -1.334 0.441 -0.103
C 0.684 0.363 0.567 -0.539
C -0.239 -0.275 -0.238 -0.158
I -0.276 2.437 -2.656 0.056
H 1.321 1.237 0.322 0.245
H 0.734 -0.108 1.529 0.293
H -0.264 -0.106 -1.254 0.424
```



Version x
8
Properties=species:S:1:pos:R:3:mulliken_charge:R:1 method="wB97M-V/def2-TZVPD" smiles="IC1=C2C[C@@H]12"
C 0.710 -0.277 0.751 -0.151
C -0.016 -1.027 -0.004 -0.160
C 0.595 1.035 -0.045 -0.189
C -0.638 0.245 -0.231 -0.189
I -0.855 -3.357 -0.022 0.030
H 0.708 2.035 0.374 0.299
H 1.187 0.990 -1.044 0.162
H -1.690 0.356 0.220 0.198



Which of them is the least stable? Correct choice: version w.



Version w
8
Properties=species:S:1:pos:R:3:mulliken_charge:R:1 method="wB97M-V/def2-TZVPD" smiles="I[C@@H]1C2=C[C@H]21"
C -0.999 0.029 -0.079 -0.091
C -0.482 -1.132 0.229 -0.412
C 0.653 0.146 -0.331 -0.598
C 0.942 -0.800 0.764 0.091
I 2.614 -1.939 0.324 0.080
H -1.892 0.543 -0.430 0.335
H 1.032 0.052 -1.304 0.260
H 0.825 -0.298 1.790 0.335



Version x
8
Properties=species:S:1:pos:R:3:mulliken_charge:R:1 method="wB97M-V/def2-TZVPD" smiles="C=C1C=C1I"
C 0.250 -1.298 0.030 -0.273
C 1.132 -0.163 -0.103 -0.456
C -0.287 0.084 -0.066 0.461
C -1.237 0.974 0.061 -0.828
I 3.150 0.158 0.094 0.189
H 0.100 -2.349 -0.174 0.345
H -0.926 1.948 -0.120 0.266
H -2.184 0.647 0.278 0.295



Which of them is the least stable? Correct choice: version w.



Version w
66
Properties=species:S:1:pos:R:3:mulliken_charge:R:1 method="wB97M-V/def2-TZVPD" smiles="COCCN(C[C@@H]1CCCN(C2Cc3ccccc3C2)C1)C(=O)c1ccc(C(C)=O)cc1"
C 5.502 0.065 1.646 -0.792
H 5.008 -0.211 2.585 0.321
O 4.726 -0.256 0.519 -0.300
C 4.505 -1.637 0.330 -0.715
C 3.386 -2.229 1.199 -1.047
N 2.043 -1.862 0.794 0.352
C 1.305 -2.800 0.157 -0.109
O 1.773 -3.861 -0.223 -0.693
C -0.162 -2.546 0.011 0.783
C -0.964 -2.531 1.148 -0.039
C -2.336 -2.479 1.025 -1.001
C -2.942 -2.449 -0.232 0.193
C -2.134 -2.464 -1.369 -0.563
C -0.759 -2.520 -1.245 -0.576
H -0.136 -2.554 -2.127 0.492
H -2.570 -2.438 -2.355 0.412
C -4.427 -2.406 -0.280 1.148
O -5.084 -2.263 0.728 -0.614
C -5.078 -2.552 -1.634 -1.477
H -4.745 -3.469 -2.114 0.411
H -6.157 -2.576 -1.511 0.383
H -4.813 -1.709 -2.269 0.331
H -2.970 -2.475 1.899 0.467
H -0.511 -2.587 2.127 0.585
C 1.580 -0.517 1.083 -2.479
H 2.421 0.002 1.544 0.652
H 0.757 -0.545 1.807 0.200
C 1.131 0.304 -0.138 3.886
C 2.070 0.133 -1.332 -0.794
C 1.676 1.085 -2.457 -0.767
C 1.687 2.524 -1.929 -1.098
N 0.836 2.732 -0.781 0.240
C 1.108 1.790 0.278 -2.099
H 0.381 1.928 1.079 0.498
H 2.105 2.036 0.670 0.295
C -0.509 3.204 -1.001 0.075
C -1.595 2.143 -1.337 -1.146
C -2.279 1.893 -0.030 1.197
C -3.134 0.867 0.311 -0.636
C -3.655 0.821 1.596 -0.432
C -3.322 1.797 2.519 -0.735
C -2.473 2.841 2.173 -0.946
C -1.956 2.883 0.894 0.500
C -1.045 3.899 0.273 -1.643
H -1.618 4.789 0.002 0.389
H -0.231 4.210 0.926 0.372
H -2.223 3.606 2.895 0.470
H -3.731 1.751 3.518 0.418
H -4.325 0.019 1.868 0.500
H -3.399 0.110 -0.413 0.536
H -2.305 2.557 -2.057 0.461
H -1.176 1.235 -1.769 0.119
H -0.432 3.927 -1.819 0.587
H 1.396 3.222 -2.717 0.534
H 2.713 2.766 -1.623 0.442
H 0.684 0.832 -2.836 0.329
H 2.382 0.998 -3.285 0.431
H 2.043 -0.899 -1.688 0.415
H 3.088 0.363 -1.012 0.076
H 0.121 -0.006 -0.424 -1.136
H 3.527 -1.934 2.244 0.405
H 3.446 -3.317 1.124 0.537
H 4.243 -1.759 -0.723 0.277
H 5.432 -2.193 0.527 0.544
H 6.480 -0.431 1.606 0.306
H 5.644 1.144 1.624 0.268



Version x
66
Properties=species:S:1:pos:R:3:mulliken_charge:R:1 method="wB97M-V/def2-TZVPD" smiles="COc1ccccc1/C=C/CN1CCC(Oc2ccc(C(=O)N3CCCCC3)cc2)CC1"
C -8.440 -1.585 -1.106 -0.971
O -7.292 -0.936 -0.620 -0.397
C -6.304 -1.687 -0.052 0.658
C -6.361 -3.066 0.096 -0.612
C -5.313 -3.750 0.691 -0.590
C -4.198 -3.067 1.139 -1.016
C -4.137 -1.694 0.996 -0.287
C -5.177 -0.978 0.413 0.530
C -5.127 0.468 0.239 -0.283
C -4.407 1.313 0.973 -0.033
C -4.348 2.791 0.714 -1.356
N -3.115 3.303 0.137 0.192
C -1.957 3.374 0.997 -1.203
C -1.119 2.088 1.067 -0.206
H -1.688 1.281 1.531 0.008
H -0.230 2.262 1.675 0.635
C -0.731 1.645 -0.346 -0.015
C -1.994 1.497 -1.192 -0.246
C -2.781 2.815 -1.182 -1.130
H -3.703 2.699 -1.753 0.451
H -2.173 3.589 -1.668 0.386
H -2.600 0.690 -0.780 0.021
H -1.722 1.233 -2.214 0.476
O -0.086 0.380 -0.338 -0.437
C 1.211 0.269 0.044 0.770
C 2.064 1.323 0.359 -0.149
C 3.376 1.068 0.719 -1.161
C 3.872 -0.227 0.754 0.057
C 3.014 -1.282 0.451 -0.138
C 1.705 -1.038 0.102 -0.573
H 1.030 -1.847 -0.132 0.465
H 3.376 -2.299 0.503 0.439
C 5.271 -0.469 1.221 0.280
O 5.629 -0.134 2.337 -0.669
N 6.096 -1.112 0.358 0.095
C 5.846 -1.305 -1.050 -0.677
H 4.803 -1.081 -1.275 0.448
C 6.768 -0.406 -1.879 -0.643
C 8.227 -0.679 -1.524 -0.698
C 8.433 -0.490 -0.023 -0.588
C 7.464 -1.383 0.750 -0.939
H 7.539 -1.200 1.823 0.475
H 7.682 -2.438 0.545 0.320
H 9.458 -0.736 0.257 0.356
H 8.246 0.551 0.245 0.297
H 8.882 -0.009 -2.082 0.346
H 8.482 -1.706 -1.800 0.301
H 6.591 -0.586 -2.940 0.351
H 6.529 0.638 -1.665 0.279
H 6.042 -2.356 -1.298 0.258
H 4.028 1.889 0.977 0.428
H 1.723 2.346 0.335 0.405
H -0.078 2.399 -0.810 0.204
H -2.281 3.660 1.999 0.420
H -1.318 4.177 0.606 0.374
H -4.505 3.334 1.652 0.365
H -5.153 3.068 0.025 0.410
H -3.818 0.953 1.804 0.666
H -5.758 0.854 -0.551 0.416
H -3.254 -1.166 1.325 0.272
H -3.377 -3.602 1.592 0.400
H -5.375 -4.823 0.797 0.373
H -7.219 -3.622 -0.249 0.395
H -8.980 -2.102 -0.306 0.370
H -9.072 -0.797 -1.513 0.244
H -8.196 -2.298 -1.900 0.379



Which of them is the least stable? Correct choice: version x.



Version w
# C3H5NO2S2

C3H5NO2S2 as an isolated structure (the ωB97M-V functional and the def2-TZVPD basis, OMol25).

The geometry in XYZ format:
```
13
Properties=species:S:1:pos:R:3:mulliken_charge:R:1
C 0.318 -0.473 -0.423 0.411
C 0.010 1.994 0.476 -0.714
C -1.266 1.894 1.257 0.229
H 1.059 -2.469 0.302 0.303
H -0.701 -0.453 1.374 0.206
H 0.383 3.080 0.608 0.362
H 0.773 1.250 1.083 0.316
H -1.949 2.751 1.169 0.352
N -0.104 -0.855 0.691 0.163
O 0.167 -2.130 1.064 -0.525
O -1.572 0.885 1.910 -0.584
S 1.167 -1.614 -1.464 -0.456
S -0.041 1.070 -1.100 -0.062
```



Version x
13
Properties=species:S:1:pos:R:3:mulliken_charge:R:1 method="wB97M-V/def2-TZVPD" smiles="C=C[S@@](=O)(=S)NC=O"
C 1.481 1.384 0.035 -0.698
C 0.581 0.868 -0.804 -0.324
C 0.010 -2.021 0.302 0.194
N -0.951 -1.045 0.469 -0.222
O 1.052 -1.834 -0.292 -0.482
O -1.222 1.513 0.932 -0.584
S -2.444 0.632 -1.508 -0.294
S -1.068 0.662 -0.197 0.785
H 2.431 1.527 -0.255 0.336
H 1.108 1.932 0.834 0.337
H 0.907 0.361 -1.618 0.486
H -0.134 -2.854 1.094 0.253
H -1.750 -1.125 1.009 0.214



Which of them is the least stable? Correct choice: version w.



Version w
11
Properties=species:S:1:pos:R:3:mulliken_charge:R:1 method="wB97M-V/def2-TZVPD" smiles=Cn1nnnc1S
C -0.382 1.563 0.006 -0.857
C 0.477 -0.824 0.038 0.458
H -1.421 1.877 -0.067 0.339
H 0.052 1.918 0.941 0.324
H 0.159 1.943 -0.857 0.311
H 2.567 -1.797 -0.265 0.184
N -0.468 0.126 0.051 0.474
N -1.668 -0.505 0.044 -0.290
N -1.458 -1.777 0.023 -0.328
N -0.072 -2.031 0.033 -0.354
S 2.214 -0.493 0.053 -0.260



Version x
11
Properties=species:S:1:pos:R:3:mulliken_charge:R:1 method="wB97M-V/def2-TZVPD" smiles="Nn1[nH]ncc1=S"
C -0.801 1.969 0.014 -0.288
C -1.226 0.586 -0.082 0.248
N 0.479 2.091 0.001 -0.389
N 1.090 0.966 -0.197 -0.141
N -0.117 -0.146 -0.256 0.396
N 0.164 -1.458 -0.044 -0.702
S -2.750 -0.046 -0.018 -0.371
H -1.448 2.814 0.101 0.447
H 1.887 0.717 0.370 0.278
H 0.293 -1.964 -0.920 0.254
H -0.592 -1.884 0.491 0.267



Which of them is the least stable? Correct choice: version x.



Version w
83
Properties=species:S:1:pos:R:3:mulliken_charge:R:1 method="wB97M-V/def2-TZVPD" charge=+1 s2=1.05 multiplicity=2
Fe -0.040 0.094 0.128 -0.479
N -1.869 -3.901 -0.465 -0.379
C -1.113 -2.779 -0.488 0.249
S -1.929 -1.226 -0.562 -0.541
N 0.172 -2.854 -0.443 -0.868
N 0.824 -1.674 -0.477 1.825
C 1.853 -1.577 -1.291 0.718
C 2.416 -2.723 -2.018 -0.265
C 2.704 -3.926 -1.370 -0.032
C 3.229 -4.989 -2.081 -0.858
C 3.449 -4.880 -3.447 -0.466
C 3.169 -3.688 -4.098 -0.932
C 2.663 -2.614 -3.389 -0.252
C 2.307 -0.238 -1.577 0.273
C 3.590 0.040 -2.060 -0.711
C 3.914 1.336 -2.398 -0.843
C 2.950 2.330 -2.256 -1.102
C 1.712 1.979 -1.747 -0.235
N 1.390 0.739 -1.401 0.242
H -2.826 -3.803 -0.760 0.247
H -1.409 -4.770 -0.690 0.261
H 2.526 -4.017 -0.309 0.375
H 3.472 -5.909 -1.567 0.428
H 3.824 -5.725 -4.006 0.419
H 3.340 -3.591 -5.161 0.419
H 2.421 -1.692 -3.899 0.559
H 4.298 -0.769 -2.161 0.659
H 4.901 1.575 -2.766 0.487
H 3.157 3.352 -2.535 0.496
H 0.937 2.723 -1.611 0.513
N -5.205 4.267 5.508 -0.483
C -4.097 3.884 4.812 1.027
C -3.283 4.834 4.174 -0.857
C -2.197 4.433 3.427 -0.397
C -1.895 3.084 3.329 -0.205
C -2.664 2.134 3.978 -0.581
C -3.768 2.523 4.704 -1.062
S -0.436 2.591 2.470 1.482
O 0.226 3.762 1.966 -0.857
O 0.330 1.716 3.328 -0.732
N -0.833 1.612 1.198 1.249
C -1.509 2.168 0.181 0.428
N -1.337 1.530 -0.989 -0.193
C -1.977 2.003 -2.048 -0.290
C -2.783 3.124 -1.973 -0.851
C -2.898 3.714 -0.719 -0.474
N -2.280 3.245 0.350 -0.476
H -5.321 5.235 5.747 0.211
H -5.651 3.600 6.112 0.208
H -3.512 5.885 4.282 0.310
H -1.563 5.145 2.920 0.552
H -2.376 1.096 3.921 0.357
H -4.380 1.791 5.212 0.323
H -1.826 1.458 -2.972 0.540
H -3.301 3.509 -2.836 0.427
H -3.513 4.590 -0.554 0.498
C -2.860 -1.011 2.580 -1.410
Sb -0.684 -1.082 2.529 0.676
C -0.254 -0.881 4.646 -1.321
C -0.657 -3.255 2.712 -1.254
H -3.224 -0.996 3.606 0.518
H -3.227 -1.906 2.083 0.460
H -3.220 -0.137 2.041 0.363
H -1.152 -1.112 5.213 0.407
H 0.091 0.120 4.870 0.385
H 0.524 -1.601 4.883 0.456
H -1.161 -3.487 3.647 0.519
H 0.362 -3.625 2.758 0.345
H -1.181 -3.737 1.896 0.414
S 3.648 2.122 2.200 -0.322
C 2.292 1.757 1.230 -0.697
N 1.913 0.521 1.184 1.508
C 2.738 -0.270 1.959 -1.220
C 2.646 -1.651 2.138 0.694
C 3.558 -2.278 2.961 -1.509
C 4.577 -1.563 3.593 -0.689
C 4.702 -0.201 3.410 -0.570
C 3.772 0.437 2.600 0.894
H 1.793 2.555 0.711 0.215
H 1.884 -2.213 1.618 0.394
H 3.490 -3.345 3.116 0.485
H 5.276 -2.085 4.230 0.433
H 5.499 0.356 3.878 0.465



Version x
83
Properties=species:S:1:pos:R:3:mulliken_charge:R:1 method="wB97M-V/def2-TZVPD" charge=+1 s2=0.81 multiplicity=2
Fe -1.081 0.034 0.729 -0.445
N 0.781 1.949 4.060 -0.421
C 0.372 1.117 3.084 0.267
S -1.332 1.052 2.731 -0.573
N 1.250 0.358 2.504 -1.485
N 0.714 -0.489 1.568 3.681
C 1.489 -1.452 1.214 -0.024
C 2.848 -1.648 1.773 -0.592
C 3.098 -2.782 2.540 0.027
C 4.360 -3.001 3.070 -0.989
C 5.380 -2.095 2.816 -0.484
C 5.132 -0.969 2.043 -1.082
C 3.869 -0.735 1.526 0.003
C 0.945 -2.471 0.301 -0.398
C 1.721 -3.502 -0.224 -0.656
C 1.097 -4.477 -0.983 -0.888
C -0.274 -4.402 -1.187 -1.084
C -0.956 -3.321 -0.653 -0.439
N -0.361 -2.371 0.057 0.782
H 0.189 2.723 4.306 0.264
H 1.777 2.088 4.140 0.248
H 2.301 -3.493 2.730 0.513
H 4.547 -3.877 3.676 0.422
H 6.369 -2.268 3.222 0.404
H 5.928 -0.261 1.849 0.469
H 3.658 0.153 0.945 0.725
H 2.783 -3.534 -0.029 0.637
H 1.672 -5.293 -1.401 0.481
H -0.803 -5.160 -1.749 0.499
H -2.026 -3.208 -0.804 0.595
N 1.496 5.838 -4.908 -0.521
C 1.455 5.056 -3.781 1.016
C 1.813 3.702 -3.841 -0.948
C 1.732 2.911 -2.715 -0.269
C 1.281 3.450 -1.515 -0.510
C 0.939 4.796 -1.437 -0.286
C 1.022 5.590 -2.559 -0.919
S 1.226 2.441 -0.089 1.426
O 2.145 1.351 -0.292 -0.655
O 1.334 3.280 1.068 -0.835
N -0.256 1.698 -0.081 0.081
C -1.428 2.364 -0.107 0.224
N -2.432 1.479 0.137 0.273
C -3.674 1.949 0.226 -0.284
C -3.943 3.281 0.001 -0.999
C -2.849 4.099 -0.280 -0.428
N -1.602 3.662 -0.327 -0.180
H 2.046 5.516 -5.684 0.228
H 1.488 6.835 -4.785 0.224
H 2.172 3.285 -4.774 0.341
H 2.043 1.875 -2.754 0.474
H 0.615 5.206 -0.491 0.485
H 0.762 6.640 -2.500 0.314
H -4.454 1.243 0.487 0.424
H -4.947 3.672 0.059 0.450
H -2.987 5.159 -0.464 0.503
C -1.583 1.496 -3.186 -1.039
Sb -1.136 -0.285 -2.106 0.890
C -2.181 -1.612 -3.425 -1.296
C 0.841 -0.735 -2.749 -1.194
H -1.337 1.346 -4.236 0.507
H -1.015 2.339 -2.801 0.119
H -2.649 1.709 -3.098 0.383
H -1.860 -1.407 -4.445 0.425
H -3.256 -1.448 -3.350 0.391
H -1.960 -2.650 -3.185 0.369
H 0.995 -0.394 -3.772 0.594
H 0.977 -1.816 -2.709 0.405
H 1.554 -0.258 -2.077 0.118
S -4.705 -2.612 1.201 -0.284
C -3.634 -1.383 0.692 -0.423
N -2.512 -1.287 1.336 1.144
C -2.420 -2.266 2.327 -0.312
C -1.338 -2.489 3.182 -0.063
C -1.424 -3.524 4.085 -1.085
C -2.563 -4.341 4.154 -0.630
C -3.634 -4.137 3.314 -0.550
C -3.545 -3.092 2.394 0.697
H -3.885 -0.728 -0.131 0.210
H -0.466 -1.856 3.137 0.232
H -0.599 -3.708 4.759 0.468
H -2.600 -5.143 4.879 0.408
H -4.512 -4.767 3.362 0.430



Which of them is the least stable? Correct choice: version w.